{
  "formula": "C4H19NO8S",
  "method": "ωB97M-V with the def2-TZVPD basis set",
  "symbols": ["S", "O", "O", "O", "O", "O", "O", "O", "O", "N", "C", "C", "C", "C", "H", "H", "H", "H", "H", "H", "H", "H", "H", "H", "H", "H", "H", "H", "H", "H", "H", "H", "H"],
  "coordinates": [[-0.280, 2.208, -3.417], [3.157, -1.787, -1.437], [-0.879, -0.610, 2.020], [-2.670, -3.133, 0.618], [0.289, -3.107, -2.071], [-3.386, -1.121, 2.345], [2.925, 1.799, -2.591], [0.307, 0.826, 3.997], [1.447, 2.513, 0.595], [0.936, 0.341, 0.849], [-0.526, 1.783, -0.630], [-0.235, 2.810, -1.706], [-0.118, -0.751, 0.932], [0.677, 1.589, 0.349], [-2.388, -0.992, 2.440], [-0.637, -0.628, -0.068], [0.797, 3.196, -1.601], [-0.565, 0.851, -1.252], [0.449, -1.700, 0.944], [-0.487, -3.107, -1.487], [2.831, 1.542, -1.657], [-0.796, 3.748, -1.630], [-1.361, 1.905, 0.081], [1.508, 0.278, 1.683], [2.387, -2.383, -1.365], [0.288, -2.252, -2.512], [-2.961, -2.383, 1.194], [-0.058, 0.055, 3.475], [-3.698, -0.228, 2.183], [2.683, -0.965, -1.637], [-1.809, -3.418, 0.972], [1.973, 1.716, -2.846], [0.200, 1.403, 3.227]],
  "atomic_forces_ev_per_a": [[-0.23, -0.48, -0.29], [-0.99, -0.19, -0.10], [-0.36, -0.07, 0.80], [0.39, -0.28, 0.19], [-0.08, -0.27, 0.24], [-0.02, -0.08, 0.58], [-0.67, -0.65, 0.73], [-0.29, -0.44, -0.90], [-0.14, 0.16, 0.28], [-1.07, -1.06, -0.04], [1.46, -1.56, 0.26], [0.99, 1.78, -0.14], [0.24, 0.97, -1.04], [0.46, 0.12, -0.53], [0.04, 0.18, -0.63], [0.14, -0.62, 0.94], [-0.41, -0.34, 0.43], [-0.67, 0.52, 0.97], [0.12, 0.01, -0.29], [0.25, 0.24, -0.21], [0.46, 0.35, -0.13], [-0.47, -0.31, 0.18], [-0.20, 0.02, -0.81], [0.31, 0.60, -0.24], [0.48, -0.05, 0.07], [-0.19, 0.17, 0.01], [0.20, -0.26, -0.31], [-0.06, -0.12, 0.47], [0.02, -0.01, -0.16], [0.49, 0.21, 0.03], [-0.59, 0.44, -0.08], [0.13, 0.38, -0.68], [0.27, 0.64, 0.41]],
  "homo_lumo_gap_ev": 6.093,
  "de_lowest_ev": 1.421,
  "e_homo_ev": -0.788,
  "total_charge": -2,
  "e_tot_ev": -33163.0102
}

{
  "formula": "C20H28N2O",
  "method": "ωB97M-V with the def2-TZVPD basis set",
  "symbols": ["O", "N", "N", "C", "C", "C", "C", "C", "C", "C", "C", "C", "C", "C", "C", "C", "C", "C", "C", "C", "C", "C", "C", "H", "H", "H", "H", "H", "H", "H", "H", "H", "H", "H", "H", "H", "H", "H", "H", "H", "H", "H", "H", "H", "H", "H", "H", "H", "H", "H", "H"],
  "coordinates": [[4.130, -1.242, -1.963], [2.501, -0.325, 0.120], [0.186, -1.339, 1.155], [1.383, -1.718, 1.885], [1.764, -0.722, -2.234], [-2.206, -1.375, 1.129], [0.355, -1.513, -0.273], [1.215, 2.945, 0.889], [2.891, -1.745, -2.388], [-4.331, -0.286, 0.055], [-1.008, -1.968, 1.690], [1.344, -0.448, -0.774], [-6.720, -0.196, -0.199], [2.628, -1.454, 1.020], [1.484, 1.575, 1.516], [3.087, 2.051, -0.286], [-3.178, -0.871, 0.630], [2.692, 0.977, 0.743], [-4.203, 0.780, -0.836], [-5.330, 1.347, -1.400], [2.565, 3.355, 0.306], [-6.589, 0.862, -1.084], [-5.600, -0.771, 0.370], [0.699, -2.530, -0.533], [0.803, 0.505, -0.765], [-1.024, -3.061, 1.502], [-5.227, 2.172, -2.090], [4.161, 2.064, -0.464], [2.834, -2.341, 0.415], [-3.219, 1.154, -1.078], [-1.011, -1.812, 2.775], [3.963, -0.787, -1.120], [1.372, -2.787, 2.166], [1.745, 1.690, 2.569], [3.494, -1.295, 1.666], [2.591, 1.858, -1.236], [-7.467, 1.308, -1.527], [-5.695, -1.596, 1.061], [-7.701, -0.575, 0.048], [3.226, 3.696, 1.104], [2.482, 4.148, -0.436], [2.109, 0.206, -2.694], [3.527, 0.847, 1.439], [0.887, -1.065, -2.786], [0.835, 3.664, 1.614], [3.012, -2.004, -3.445], [0.481, 2.858, 0.084], [0.616, 0.920, 1.456], [1.418, -1.127, 2.806], [2.641, -2.671, -1.846], [-0.612, -1.354, -0.756]],
  "atomic_forces_ev_per_a": [[0.47, 0.14, 0.08], [0.24, -0.11, 0.12], [-0.09, -0.20, -0.08], [0.13, 0.07, 0.11], [0.11, -0.08, 0.27], [-0.65, 0.28, -0.29], [0.08, 0.24, -0.04], [0.09, 0.09, 0.16], [-0.33, -0.04, -0.10], [-0.42, 0.24, -0.24], [0.35, -0.14, 0.16], [-0.15, -0.14, -0.59], [-0.10, 0.00, -0.01], [-0.12, -0.20, 0.13], [-0.09, 0.06, -0.01], [0.07, 0.10, 0.27], [0.78, -0.46, 0.47], [0.07, 0.20, 0.01], [-0.02, -0.03, 0.03], [-0.04, 0.08, -0.07], [-0.08, -0.02, -0.17], [-0.05, 0.02, -0.02], [0.04, 0.01, -0.01], [-0.04, -0.01, -0.03], [-0.01, -0.05, 0.08], [0.05, 0.13, 0.13], [0.01, 0.05, -0.04], [0.04, -0.07, -0.10], [0.05, 0.00, 0.08], [0.06, 0.01, 0.00], [0.03, -0.13, -0.07], [-0.13, -0.01, -0.03], [0.00, 0.07, 0.00], [-0.01, -0.01, 0.07], [-0.02, -0.06, -0.07], [-0.04, -0.04, -0.10], [-0.06, 0.03, -0.03], [0.01, -0.04, 0.03], [-0.06, -0.03, 0.02], [0.05, 0.06, 0.04], [0.06, 0.08, 0.02], [-0.03, 0.01, -0.06], [-0.05, 0.01, -0.05], [-0.08, 0.01, -0.10], [-0.10, 0.04, -0.04], [-0.10, -0.04, 0.11], [-0.06, 0.01, -0.04], [0.04, -0.02, 0.09], [0.03, -0.08, 0.03], [-0.03, 0.00, -0.09], [0.11, -0.04, -0.04]],
  "homo_lumo_gap_ev": 9.105,
  "de_lowest_ev": 0.000,
  "e_homo_ev": -8.374,
  "e_tot_ev": -26220.1577
}

{
  "formula": "C28H25AsBr5CaCl5N2O3",
  "method": "ωB97M-V with the def2-TZVPD basis set",
  "symbols": ["Br", "Br", "Br", "Br", "Br", "As", "Ca", "Cl", "Cl", "Cl", "Cl", "Cl", "O", "O", "O", "N", "N", "C", "C", "C", "C", "C", "C", "C", "C", "C", "C", "C", "C", "C", "C", "C", "C", "C", "C", "C", "C", "C", "C", "C", "C", "C", "C", "C", "C", "H", "H", "H", "H", "H", "H", "H", "H", "H", "H", "H", "H", "H", "H", "H", "H", "H", "H", "H", "H", "H", "H", "H", "H", "H"],
  "coordinates": [[0.719, -0.090, -7.324], [-2.535, -1.904, 1.518], [-2.048, -1.892, -6.971], [-3.116, -2.633, -3.886], [2.360, 0.912, -4.579], [0.691, 3.066, -0.744], [-0.324, -0.170, -0.117], [2.429, 2.737, 6.247], [5.577, 0.638, 2.394], [5.271, 1.889, 5.247], [-0.072, 2.346, 4.389], [3.054, 0.284, 0.550], [0.920, 0.002, -2.093], [0.581, 1.195, 1.800], [-1.283, -1.415, -1.805], [0.941, -2.517, -0.368], [0.589, -1.519, 2.456], [0.759, -0.101, -4.458], [-6.008, -0.022, 2.725], [3.886, 1.680, 4.227], [0.319, -0.382, -3.164], [-4.888, 2.739, 0.517], [4.013, 1.131, 2.954], [0.064, -0.542, -5.601], [-1.087, -1.281, -5.453], [-0.902, -1.166, -3.008], [0.702, -2.927, 2.795], [1.507, -3.686, 1.746], [0.850, -3.765, 0.371], [-2.618, 0.939, 0.266], [0.029, 4.492, 0.428], [2.911, 0.969, 2.135], [-3.772, 0.637, 1.070], [-3.844, 3.024, -0.315], [2.589, 3.556, -0.688], [1.585, 1.344, 2.533], [1.505, 1.901, 3.854], [-2.748, 2.136, -0.418], [-3.898, -0.603, 1.760], [-5.971, 1.172, 2.069], [0.277, 3.874, -2.483], [2.614, 2.059, 4.659], [-1.559, -1.590, -4.161], [-4.882, 1.518, 1.230], [-4.952, -0.943, 2.558], [-6.847, -0.277, 3.360], [-1.060, 4.459, 0.443], [2.501, -3.235, 1.647], [-3.842, 3.944, -0.893], [2.979, 3.352, 0.310], [-0.306, -3.350, 2.843], [0.767, 3.269, -3.246], [1.503, -1.081, 2.458], [1.157, -3.102, 3.785], [-5.728, 3.417, 0.627], [-0.214, -3.992, 0.494], [0.386, 4.280, 1.437], [0.008, -1.003, 3.106], [1.865, -2.352, -0.753], [1.278, -4.615, -0.185], [3.126, 2.934, -1.404], [2.722, 4.612, -0.930], [0.622, 4.909, -2.539], [-1.962, 2.451, -1.103], [0.278, -2.490, -1.142], [0.375, 5.476, 0.104], [-4.978, -1.909, 3.043], [1.679, -4.703, 2.116], [-0.799, 3.836, -2.652], [-6.788, 1.879, 2.172]],
  "atomic_forces_ev_per_a": [[0.01, -0.01, -0.06], [0.00, -0.17, 0.07], [-0.02, -0.01, -0.05], [-0.07, -0.04, 0.01], [0.05, 0.04, -0.02], [-0.14, -0.29, -0.03], [0.28, 0.13, 0.46], [0.02, -0.02, -0.05], [0.00, 0.01, -0.01], [0.00, 0.00, 0.01], [-0.04, 0.02, 0.01], [0.00, 0.03, 0.05], [0.07, 0.10, 0.16], [-0.11, -0.09, -0.12], [-0.21, -0.24, -0.03], [-0.02, 0.11, -0.15], [0.05, 0.02, -0.04], [-0.13, -0.09, 0.08], [-0.01, -0.04, 0.02], [0.01, 0.02, 0.01], [0.09, 0.04, -0.08], [0.01, 0.01, -0.02], [0.03, -0.02, -0.03], [0.11, 0.10, -0.03], [-0.11, -0.09, -0.02], [0.08, 0.12, -0.08], [0.02, -0.08, 0.06], [0.07, -0.10, 0.07], [-0.05, -0.07, -0.08], [-0.27, 0.23, 0.00], [0.04, -0.04, -0.04], [0.01, -0.06, -0.10], [0.14, -0.17, 0.04], [0.04, -0.03, 0.00], [-0.04, 0.00, -0.01], [0.11, 0.20, 0.08], [0.01, -0.07, -0.15], [0.02, 0.08, -0.07], [0.00, 0.07, -0.05], [0.00, 0.01, 0.00], [0.04, 0.04, 0.06], [0.00, 0.06, 0.17], [0.11, 0.01, 0.01], [-0.08, 0.10, 0.00], [0.01, 0.03, -0.01], [0.00, -0.01, 0.01], [-0.01, 0.02, 0.00], [-0.01, 0.06, -0.02], [-0.02, 0.00, 0.01], [0.02, 0.03, 0.00], [-0.01, 0.01, -0.02], [0.00, 0.03, -0.04], [-0.05, -0.05, -0.03], [0.00, 0.02, -0.06], [0.00, -0.02, 0.02], [0.02, 0.01, 0.04], [-0.01, 0.04, 0.03], [-0.04, -0.01, 0.01], [-0.04, -0.01, 0.06], [0.01, 0.06, 0.06], [0.01, 0.01, -0.01], [0.04, 0.00, 0.01], [0.00, 0.00, -0.04], [0.02, -0.04, 0.02], [0.00, -0.06, -0.04], [0.00, 0.02, 0.03], [0.00, -0.01, 0.01], [-0.05, 0.01, 0.00], [0.00, 0.02, 0.00], [-0.01, 0.02, 0.00]],
  "homo_lumo_gap_ev": 5.429,
  "de_lowest_ev": 0.690,
  "e_homo_ev": -1.681,
  "total_charge": -2,
  "e_tot_ev": -530672.4015
}